Entry 1:
Density functional theory data (ωB97M-V/def2-TZVPD) for C9H7EuNO4S as an isolated structure at a distorted geometry.

Last column: Mulliken charge in e.
Atoms and positions in Å:
Eu: -0.61 1.04 -0.75  1.247
C: 0.79 -0.84 0.76  0.173
O: 1.43 -1.52 1.43  -0.092
C: -1.27 -1.53 -0.65  0.224
O: -1.35 -2.65 -0.40  -0.101
C: 1.48 -0.29 -2.15  0.222
O: 2.29 -1.04 -2.49  -0.097
C: -1.72 0.60 1.83  0.238
O: -1.92 0.19 2.90  -0.112
C: -2.57 3.18 -2.64  -0.776
H: -2.83 3.84 -1.77  0.347
H: -1.70 3.49 -3.25  0.363
C: -3.33 2.12 -2.97  -0.451
H: -3.11 1.49 -3.86  0.302
H: -4.24 1.84 -2.38  0.296
S: 3.11 3.67 0.54  0.029
C: 2.52 3.23 2.10  -0.292
C: 1.55 2.24 2.02  -0.420
N: 1.10 2.01 0.71  -0.077
C: 1.97 2.56 -0.19  -0.074
H: 2.85 3.69 3.02  0.428
H: 1.15 1.65 2.84  0.355
H: 2.01 2.34 -1.27  0.267

Results
Spin multiplicity   8
HOMO level (alpha / beta)   -0.607 / -0.607 Ha
Net charge   +2
Kohn-Sham gap (alpha / beta)   8.314 / 8.404 eV


Entry 2:
Density functional theory data (ωB97M-V/def2-TZVPD) for one molecule with the formula C9H7IN2 at a distorted geometry.

Last column: Mulliken charge in e.
Atoms and positions in Å:
N: 2.54 0.77 0.48  -0.419
C: 1.28 0.92 -0.02  0.742
C: 0.91 2.08 -0.67  -0.550
C: -0.37 2.31 -1.14  -0.481
N: -1.31 1.38 -0.96  -0.670
C: -1.01 0.21 -0.41  -0.145
C: -2.07 -0.69 -0.24  0.124
C: -1.84 -1.92 0.34  -0.494
I: -3.48 -3.43 0.54  0.023
C: -0.59 -2.25 0.81  -0.436
C: 0.51 -1.34 0.73  -0.960
C: 0.28 -0.09 0.09  1.210
H: 3.28 1.39 0.21  0.194
H: 2.82 -0.12 0.91  0.156
H: 1.63 2.87 -0.83  0.318
H: -0.60 3.24 -1.61  0.398
H: -3.07 -0.41 -0.57  0.427
H: -0.39 -3.20 1.22  0.405
H: 1.47 -1.69 1.12  0.158

Results
SMILES string   Nc1ccnc2cc(I)ccc12
HOMO level   -0.299 Ha
Net charge   0
Relative energy (zero: lowest compared OMol25 entry of this formula, charge and spin)   0.0000 eV
Kohn-Sham gap   8.285 eV


Entry 3:
Density functional theory data (ωB97M-V/def2-TZVPD) for a 2-piece molecular cluster, C9H7N overall at a distorted geometry.

Last column: Mulliken charge in e.
Atoms and positions in Å:
C: 0.36 -0.91 2.56  -0.892
C: 0.60 -0.67 1.22  0.359
C: -0.42 -0.35 0.24  0.090
C: -0.69 -0.01 -0.92  0.046
C: -0.06 0.39 -2.13  -0.620
C: 1.32 0.31 -1.92  -0.276
C: 2.10 0.19 -0.72  -0.352
C: 1.90 -0.21 0.54  -0.159
H: -0.74 -1.05 2.85  0.263
H: 1.21 -1.16 3.23  0.266
H: -0.41 0.38 -3.11  0.414
H: 1.85 0.50 -2.81  0.306
H: 3.10 0.40 -0.89  0.310
H: 2.81 -0.39 1.14  0.242
C: -4.26 0.87 0.29  0.012
N: -4.33 0.23 -0.64  -0.318
H: -4.34 1.47 1.06  0.309

Results
SMILES string   C=C1C#CC=CC=C1.C#N
HOMO level   -0.288 Ha
Net charge   0
Relative energy (zero: lowest compared OMol25 entry of this formula, charge and spin)   5.0246 eV
Kohn-Sham gap   7.834 eV


Entry 4:
Density functional theory data (ωB97M-V/def2-TZVPD) for C9H7N2O5SZr as an isolated structure at a distorted geometry.

Last column: Mulliken charge in e.
Atoms and positions in Å:
O: 0.06 2.30 -4.24  -0.003
C: -0.09 1.43 -3.51  0.240
Zr: -0.12 -0.59 -1.84  0.567
O: -0.03 2.65 -0.44  -0.048
C: -0.08 1.56 -0.83  0.291
C: 0.13 -1.09 -3.92  0.237
O: -0.15 -2.15 -3.24  -0.331
C: 1.98 0.41 -1.83  0.340
O: 2.98 1.00 -1.82  -0.023
C: -2.29 0.31 -2.05  0.414
O: -3.29 0.84 -2.24  -0.004
H: 0.31 -0.98 -5.00  0.409
C: -1.52 -1.36 2.78  -0.813
N: -0.32 -0.58 2.49  0.153
C: 0.26 0.38 3.31  -0.030
C: 1.39 0.82 2.68  -0.548
N: 1.47 0.13 1.48  0.240
C: 0.43 -0.75 1.37  0.033
S: 0.17 -2.05 0.26  -0.288
H: -2.33 -1.09 2.10  0.316
H: -1.29 -2.42 2.66  0.401
H: -1.82 -1.16 3.81  0.310
H: -0.18 0.64 4.25  0.488
H: 2.15 1.51 2.99  0.448
H: 2.19 0.23 0.77  0.201

Results
HOMO level   -0.723 Ha
Net charge   +3
Relative energy (zero: lowest compared OMol25 entry of this formula, charge and spin)   0.0000 eV
Kohn-Sham gap   5.447 eV


Entry 5:
Density functional theory data (ωB97M-V/def2-TZVPD) for one molecule with the formula C9H7N3O2 at a distorted geometry.

Last column: Mulliken charge in e.
Atoms and positions in Å:
N: 1.55 3.08 1.62  -0.393
C: 2.02 3.04 0.58  0.506
C: 2.83 3.01 -0.61  -0.123
N: 3.15 2.00 -1.29  -0.329
O: 2.61 0.77 -1.09  -0.173
N: 1.14 0.83 -0.76  0.582
O: 0.44 1.66 -1.30  -0.643
C: 0.88 -0.18 0.00  -0.536
C: -0.38 -0.79 0.15  0.914
C: -0.51 -1.88 1.05  -0.485
C: -1.74 -2.46 1.22  -0.495
C: -2.80 -2.14 0.35  -0.183
C: -2.68 -1.10 -0.59  -0.690
C: -1.48 -0.37 -0.56  -0.484
H: 3.34 3.93 -0.87  0.372
H: 1.74 -0.77 0.29  0.377
H: 0.40 -2.30 1.66  0.202
H: -1.99 -3.17 1.95  0.425
H: -3.67 -2.88 0.55  0.226
H: -3.56 -0.72 -1.19  0.303
H: -1.28 0.44 -1.19  0.627

Results
SMILES string   N#C/C=N\O/[N+]([O-])=C/c1ccccc1
HOMO level (alpha / beta)   -0.323 / -0.323 Ha
Net charge   0
Relative energy (zero: lowest compared OMol25 entry of this formula, charge and spin)   4.5264 eV
Kohn-Sham gap (alpha / beta)   8.557 / 8.558 eV


Entry 6:
Density functional theory data (ωB97M-V/def2-TZVPD) for one molecule with the formula C9H7NO2 at a distorted geometry.

Last column: Mulliken charge in e.
Atoms and positions in Å:
O: 0.86 2.71 0.33  -0.593
C: 0.87 1.49 0.06  0.433
C: 1.86 0.49 -0.01  0.332
N: 3.16 0.63 -0.20  -0.505
O: 3.63 -0.82 -0.09  -0.426
C: 1.25 -1.03 0.28  -0.597
C: -0.31 -0.76 0.18  0.087
C: -1.53 -1.44 0.06  -0.291
C: -2.72 -0.70 -0.02  -0.654
C: -2.58 0.69 -0.11  -0.142
C: -1.58 1.45 -0.24  -0.730
C: -0.43 0.71 0.00  0.737
H: 4.50 -0.57 -0.46  0.367
H: 1.83 -1.59 -0.56  0.334
H: 1.65 -1.38 1.15  0.437
H: -1.63 -2.61 -0.06  0.244
H: -3.66 -1.20 0.10  0.409
H: -3.48 1.31 -0.11  0.303
H: -1.69 2.62 -0.31  0.256

Results
SMILES string   O=C1/C(=N/O)Cc2ccccc21
HOMO level   -0.343 Ha
Net charge   0
Relative energy (zero: lowest compared OMol25 entry of this formula, charge and spin)   5.6515 eV
Kohn-Sham gap   8.326 eV


Entry 7:
Density functional theory data (ωB97M-V/def2-TZVPD) for one molecule with the formula C9H8BrFN2 at a distorted geometry.

Last column: Mulliken charge in e.
Atoms and positions in Å:
C: -1.52 -2.35 -0.12  -0.292
C: 0.64 -3.17 0.03  -0.107
C: -1.08 -1.02 -0.11  0.664
C: -0.69 -3.48 -0.07  -0.264
C: 0.31 -0.93 0.00  -0.107
C: -1.86 0.15 -0.29  -0.591
C: -1.31 1.37 -0.29  -0.800
C: 0.13 1.64 -0.06  -0.993
C: 0.98 0.42 -0.24  1.369
N: 1.13 -1.97 0.16  -0.535
N: 2.25 0.55 0.47  -0.789
F: 1.28 0.47 -1.70  -0.410
Br: -1.38 -5.21 -0.13  -0.169
H: -2.62 -2.62 -0.31  0.295
H: 1.46 -3.86 0.15  0.450
H: -2.89 0.13 -0.47  0.472
H: -1.79 2.31 -0.53  0.393
H: 0.51 2.35 -0.67  0.509
H: 0.23 2.06 0.94  0.380
H: 2.69 1.43 0.18  0.262
H: 2.98 0.03 0.08  0.266

Results
Spin multiplicity   3
HOMO level (alpha / beta)   -0.205 / -0.347 Ha
Net charge   0
Relative energy (zero: lowest compared OMol25 entry of this formula, charge and spin)   0.0000 eV
Kohn-Sham gap (alpha / beta)   6.054 / 6.515 eV


Entry 8:
Density functional theory data (ωB97M-V/def2-TZVPD) for a 2-piece molecular cluster, C9H8Cl2N2O overall at a distorted geometry.

Last column: Mulliken charge in e.
Atoms and positions in Å:
C: 1.35 2.55 -1.01  -0.473
C: 1.42 1.27 -1.66  -0.538
C: 0.38 2.77 -0.08  -0.351
C: 0.55 0.27 -1.22  -0.522
C: -0.52 1.74 0.39  -0.425
C: -0.43 0.48 -0.22  1.081
C: -2.47 -0.72 0.83  0.734
C: -1.32 -0.61 0.03  -0.813
C: 0.12 -1.94 1.43  -0.017
N: 1.43 -2.67 -0.40  -0.682
N: 1.19 -2.34 0.75  0.280
O: -2.95 0.20 1.44  -0.493
Cl: -3.40 -2.28 0.91  -0.216
Cl: 0.36 -1.11 2.88  -0.099
H: 1.96 3.44 -1.30  0.308
H: 1.96 0.90 -2.48  0.394
H: 0.40 3.82 0.24  0.320
H: 0.61 -0.70 -1.66  0.272
H: -1.28 1.89 1.21  0.342
H: -1.11 -1.47 -0.77  0.278
H: -0.69 -2.56 1.32  0.389
H: 2.42 -2.95 -0.62  0.231

Results
HOMO level (alpha / beta)   -0.305 / -0.311 Ha
Net charge   0
Relative energy (zero: lowest compared OMol25 entry of this formula, charge and spin)   2.3280 eV
Kohn-Sham gap (alpha / beta)   7.074 / 6.579 eV


Entry 9:
Density functional theory data (ωB97M-V/def2-TZVPD) for one molecule with the formula C9H8Cl2N6 at a distorted geometry.

Last column: Mulliken charge in e.
Atoms and positions in Å:
N: -0.31 -5.18 3.29  -0.511
Cl: -1.70 1.69 0.92  -0.166
Cl: 2.19 -1.92 -0.81  -0.188
N: -1.43 -3.05 2.76  -0.539
N: 1.49 2.64 -1.63  -0.753
N: -0.87 -4.16 3.03  0.675
C: 1.07 2.03 -0.57  0.264
C: -1.33 -0.84 1.83  -0.172
C: 0.27 -2.41 1.04  -0.327
C: -0.85 0.12 0.96  0.081
C: 0.83 -1.46 0.20  -0.352
C: -0.82 -2.17 1.86  0.304
C: 0.22 -0.19 0.12  0.434
N: 0.67 0.75 -0.81  -0.207
N: 1.15 2.77 0.58  -0.133
C: 1.89 4.00 -1.23  -0.377
C: 1.87 4.03 0.33  -0.470
H: -2.20 -0.61 2.44  0.443
H: 0.68 -3.40 1.05  0.418
H: 0.82 0.44 -1.75  0.284
H: 1.21 2.25 1.44  0.258
H: 1.27 4.83 -1.68  0.247
H: 2.90 4.16 -1.59  0.264
H: 2.88 4.02 0.75  0.251
H: 1.32 4.89 0.70  0.272

Results
HOMO level   -0.289 Ha
Net charge   0
Kohn-Sham gap   7.950 eV


Entry 10:
Density functional theory data (ωB97M-V/def2-TZVPD) for one molecule with the formula C9H8ClN3O3 at a distorted geometry.

Last column: Mulliken charge in e.
Atoms and positions in Å:
C: 0.42 -2.14 3.01  -0.770
O: 0.44 -1.63 1.64  -0.321
C: 0.64 -0.20 1.55  -1.125
C: 0.48 0.23 0.11  0.737
C: 1.50 -0.10 -0.82  0.461
C: 2.72 -0.71 -0.37  -0.364
N: 3.65 -1.31 0.00  -0.496
C: 1.31 0.15 -2.18  0.418
Cl: 2.52 -0.33 -3.38  -0.161
N: 0.18 0.63 -2.64  -0.572
C: -0.80 0.96 -1.82  0.637
C: -2.04 1.42 -2.53  -1.279
C: -0.67 0.83 -0.43  0.035
N: -1.71 1.24 0.38  0.860
O: -1.49 2.21 1.13  -0.528
O: -2.78 0.62 0.36  -0.522
H: -0.37 -1.65 3.58  0.320
H: 1.37 -1.95 3.48  0.333
H: 0.25 -3.24 3.03  0.245
H: -0.07 0.34 2.18  0.548
H: 1.63 0.05 1.88  0.476
H: -1.78 1.87 -3.45  0.456
H: -2.75 0.57 -2.76  0.247
H: -2.65 2.15 -1.94  0.364

Results
SMILES string   COCc1c(C#N)c(Cl)nc(C)c1[N+](=O)[O-]
HOMO level   -0.377 Ha
Net charge   0
Relative energy (zero: lowest compared OMol25 entry of this formula, charge and spin)   0.1158 eV
Kohn-Sham gap   9.241 eV


Entry 11:
Density functional theory data (ωB97M-V/def2-TZVPD) for a 2-piece molecular cluster, C9H8ClNO3 overall at a distorted geometry.

Last column: Mulliken charge in e.
Atoms and positions in Å:
O: -2.44 2.61 0.22  -0.380
C: -2.53 1.56 -0.24  0.760
C: -2.70 0.31 -0.57  -0.717
C: -1.79 -0.67 -1.30  -1.166
C: -0.51 -0.94 -0.61  0.461
C: -0.19 -2.01 0.20  -0.439
C: 0.94 -2.09 0.92  -0.662
C: 1.91 -1.08 0.75  -0.228
C: 1.68 -0.10 -0.15  -0.301
N: 2.72 0.99 -0.23  0.967
O: 3.79 0.91 0.36  -0.583
O: 2.32 1.97 -0.82  -0.570
C: 0.44 -0.01 -0.83  0.008
H: -3.58 0.12 -0.05  0.316
H: -1.69 -0.34 -2.28  0.412
H: -2.30 -1.60 -1.41  0.489
H: -1.00 -2.73 0.35  0.333
H: 1.21 -2.92 1.52  0.436
H: 2.70 -1.15 1.46  0.429
H: 0.37 0.79 -1.57  0.460
Cl: 0.05 2.60 2.43  -0.295
H: 0.59 3.78 1.85  0.272

Results
SMILES string   O=C=CCc1cccc([N+](=O)[O-])c1.Cl
HOMO level   -0.336 Ha
Net charge   0
Relative energy (zero: lowest compared OMol25 entry of this formula, charge and spin)   2.2304 eV
Kohn-Sham gap   8.817 eV